47
Properties=species:S:1:pos:R:3 method="wB97M-V/def2-TZVPD" e_above_lowest_ev=0.0000 gap_ha=0.274 smiles="NS(=O)(=O)c1cccc(-c2cn(-c3nc(-c4ccc(C(F)(F)F)nc4)cc(C(F)(F)F)n3)cn2)c1"
N -4.621 -1.850 -6.331
S -4.482 -0.236 -5.991
O -4.753 0.506 -7.248
O -5.442 -0.008 -4.899
C -2.746 -0.112 -5.478
C -1.751 -0.302 -6.465
C -0.408 -0.293 -6.077
C -0.122 -0.074 -4.724
C -1.117 0.199 -3.770
C -0.831 0.325 -2.334
C 0.420 0.423 -1.788
N 0.300 0.443 -0.438
C 1.252 0.602 0.577
N 0.871 0.394 1.817
C 1.750 0.455 2.791
C 1.249 0.117 4.127
C 2.018 0.320 5.273
C 1.509 -0.042 6.506
C 0.242 -0.579 6.591
C -0.325 -1.038 7.935
F -1.393 -1.828 7.754
F -0.747 0.046 8.662
F 0.667 -1.737 8.567
N -0.516 -0.745 5.484
C -0.037 -0.403 4.304
C 3.064 0.822 2.509
C 3.472 0.990 1.191
C 4.941 1.191 0.832
F 5.488 -0.036 0.611
F 5.097 2.000 -0.231
F 5.598 1.818 1.878
N 2.510 0.921 0.232
C -1.049 0.327 -0.185
N -1.742 0.292 -1.286
C -2.462 0.176 -4.136
H -5.568 -1.993 -6.590
H -4.409 -2.304 -5.461
H -2.011 -0.564 -7.483
H 0.339 -0.533 -6.813
H 0.913 -0.165 -4.401
H 1.346 0.498 -2.361
H 3.019 0.762 5.226
H 2.106 0.114 7.397
H -0.633 -0.540 3.447
H 3.788 0.880 3.341
H -1.528 0.381 0.821
H -3.269 0.381 -3.380

=====

48
Properties=species:S:1:pos:R:3 method="wB97M-V/def2-TZVPD" s_squared=0.754 e_above_lowest_ev=0.9660 gap_ha="0.267 / 0.268" multiplicity=2
Ru 0.195 -0.549 0.517
O 0.794 -4.476 -1.346
C 0.187 -3.422 -0.807
O 0.084 -2.347 -1.333
C -0.390 -3.736 0.542
O -0.963 -2.564 1.103
C -0.972 -2.572 2.533
C 0.340 -2.002 3.040
O 0.899 -2.473 4.003
O 0.724 -0.940 2.385
H 1.172 -4.208 -2.197
H 0.392 -4.150 1.184
H -1.164 -4.496 0.401
H -1.152 -3.565 2.938
H -1.769 -1.894 2.840
O -0.752 1.019 1.736
C -1.845 1.579 1.619
C -2.643 1.630 0.437
C -3.781 2.450 0.427
C -4.533 2.548 -0.706
C -4.194 1.826 -1.866
C -3.104 1.006 -1.866
C -2.286 0.868 -0.709
O -1.299 0.052 -0.734
N -5.712 3.415 -0.716
O -6.345 3.489 -1.751
O -5.988 4.010 0.308
H -2.236 2.117 2.495
H -4.064 3.014 1.307
H -4.812 1.935 -2.746
H -2.828 0.430 -2.739
Cl 4.421 -3.254 0.040
C 4.181 -1.567 -0.263
C 5.245 -0.785 -0.748
C 5.075 0.541 -1.036
Cl 6.402 1.468 -1.669
C 3.820 1.160 -0.829
C 3.498 2.506 -1.108
C 2.241 2.973 -0.842
C 1.281 2.108 -0.289
N 1.555 0.847 -0.039
C 2.797 0.356 -0.304
C 2.931 -1.022 -0.048
O 1.876 -1.676 0.348
H 6.208 -1.250 -0.904
H 4.252 3.154 -1.533
H 1.972 3.999 -1.044
H 0.290 2.453 -0.031

=====

42
Properties=species:S:1:pos:R:3 method="wB97M-V/def2-TZVPD" s_squared=8.778 total_charge=+2 e_above_lowest_ev=0.0000 gap_ha="0.210 / 0.237" multiplicity=6
Pd 1.293 0.641 -0.112
Cl 6.518 -1.867 4.374
C 5.151 -1.248 3.626
C 5.035 -1.153 2.254
Cl 6.264 -1.725 1.224
C 3.860 -0.568 1.694
Cl 3.857 -0.138 0.025
C 2.611 -0.477 2.413
O 1.505 -0.224 1.878
C 2.704 -0.779 3.819
Cl 1.354 -1.256 4.683
C 4.039 -0.775 4.437
Cl 4.294 0.084 5.856
C -0.735 -2.163 -0.405
P -0.730 -0.402 -0.789
C -0.801 -0.137 -2.547
C -0.926 -1.202 -3.443
C -0.945 -0.947 -4.804
C -0.826 0.355 -5.274
C -0.690 1.417 -4.388
C -0.675 1.176 -3.026
C -2.083 0.382 0.074
C -2.091 0.309 1.472
C -3.115 0.909 2.181
C -4.121 1.591 1.503
C -4.109 1.668 0.117
C -3.091 1.064 -0.606
H -1.699 -2.595 -0.678
H -0.585 -2.284 0.668
H 0.070 -2.670 -0.936
H -1.022 -2.219 -3.087
H -1.056 -1.767 -5.500
H -0.839 0.544 -6.339
H -0.600 2.428 -4.761
H -0.587 2.006 -2.333
H -1.298 -0.210 2.000
H -3.136 0.845 3.261
H -4.924 2.056 2.060
H -4.901 2.189 -0.405
H -3.093 1.111 -1.687
S -0.312 3.613 0.997
C 0.440 2.418 0.507